8
Properties=species:S:1:pos:R:3:nbo_charge:R:1 method="wB97M-V/def2-TZVPD" de_lowest_ev=3.038 orbital_gap_ev="7.4277 / 8.5881" s2=2.0302 lumo_ev="-0.34 / -2.01" multiplicity=3 fmax_ev_per_a=3.06 homo_ev="-7.767 / -10.596"
C -0.5105 0.4652 -0.1233 -0.379
C 0.1221 -0.7017 -0.8213 -0.704
N -0.0600 0.9702 3.1705 -0.714
P 0.1360 0.8883 1.6170 0.896
H -0.4071 1.2690 -0.7511 0.191
H 0.8857 -0.4243 -1.5674 0.233
H -0.7923 -0.9678 -1.3182 0.250
H 0.6261 -1.4990 -0.2063 0.227

***

14
Properties=species:S:1:pos:R:3:nbo_charge:R:1 method="wB97M-V/def2-TZVPD" de_lowest_ev=1.922 orbital_gap_ev="4.4058 / 9.6468" s2=0.7505 lumo_ev="0.79 / 0.62" multiplicity=2 fmax_ev_per_a=0.89 homo_ev="-3.617 / -9.023"
C 0.6059 1.2811 0.0753 0.016
C 0.2038 2.4135 0.6544 -0.236
N -1.0330 2.4441 1.4694 -1.104
N -0.0835 0.1019 -0.0593 -0.838
H 1.5049 1.3500 -0.5096 0.206
H 0.7685 3.3157 0.7245 0.223
H -1.5343 3.3689 1.4591 0.337
H -0.8017 2.2834 2.4939 0.282
H -1.7391 1.7339 1.1751 0.329
H -0.6494 -0.3204 0.6641 0.390
H 0.1709 -0.5761 -0.7564 0.396
H 0.5800 -6.0240 -3.1617 0.469
H 1.4313 -5.8057 -1.9214 0.468
O 0.5757 -5.5664 -2.3076 -0.936

***

70
Properties=species:S:1:pos:R:3:nbo_charge:R:1 method="wB97M-V/def2-TZVPD" de_lowest_ev=0.000 orbital_gap_ev=9.9569 lumo_ev=0.66 smiles=CCCCCCCCCC[C@H]1COC[C@@H]1CCCBr.CCO.CCO multiplicity=1 fmax_ev_per_a=0.27 homo_ev=-9.301
C 2.8983 2.2898 1.9587 -0.619
C 4.3649 2.4418 1.5223 -0.408
C 4.6380 3.4116 0.3624 -0.388
C 4.5165 2.8243 -1.0459 -0.391
C 3.1346 2.2686 -1.4190 -0.408
C 3.1698 1.0665 -2.3859 -0.402
C 2.6650 -0.2589 -1.7911 -0.384
C 1.1491 -0.4600 -1.8759 -0.394
C 0.3149 0.4608 -0.9701 -0.405
C -0.9132 -0.2697 -0.4232 -0.389
C -1.8796 0.4818 0.5148 -0.230
C -1.2023 1.5405 1.3783 -0.065
O -1.2049 2.7421 0.6027 -0.551
C -2.1594 2.6292 -0.4599 -0.070
C -2.9404 1.3417 -0.1983 -0.241
C -4.1758 1.5578 0.6857 -0.395
C -5.4241 2.0470 -0.0573 -0.433
C -5.4745 3.5517 -0.3241 -0.415
Br -5.1272 4.0228 -2.1848 -0.037
H 2.8077 2.2855 3.0460 0.212
H 2.4448 1.3642 1.5998 0.195
H 2.2798 3.1100 1.5869 0.213
H 4.9437 2.7814 2.3831 0.205
H 4.7793 1.4628 1.2573 0.194
H 3.9860 4.2863 0.4634 0.194
H 5.6605 3.7848 0.4679 0.203
H 5.2654 2.0307 -1.1508 0.188
H 4.8008 3.5987 -1.7641 0.202
H 2.6234 1.9726 -0.5089 0.203
H 2.5245 3.0709 -1.8410 0.205
H 2.5787 1.2899 -3.2794 0.198
H 4.1943 0.9248 -2.7396 0.201
H 2.9745 -0.3096 -0.7379 0.185
H 3.1629 -1.0934 -2.2914 0.204
H 0.8435 -0.3163 -2.9177 0.196
H 0.9125 -1.5020 -1.6353 0.195
H 0.9238 0.7893 -0.1287 0.193
H 0.0424 1.3696 -1.5050 0.203
H -0.5220 -1.1131 0.1491 0.218
H -1.4879 -0.6899 -1.2573 0.193
H -2.3589 -0.2749 1.1387 0.218
H -1.7674 1.6984 2.3044 0.167
H -0.1726 1.3084 1.6516 0.188
H -2.7819 3.5230 -0.4746 0.181
H -1.6267 2.5872 -1.4130 0.173
H -3.2586 0.8786 -1.1371 0.211
H -4.4191 0.6105 1.1742 0.211
H -3.9328 2.2603 1.4897 0.202
H -5.5103 1.5101 -1.0042 0.217
H -6.3114 1.7770 0.5199 0.216
H -6.4507 3.9759 -0.1123 0.222
H -4.7284 4.0950 0.2491 0.216
C 1.2449 -4.2638 2.0919 -0.634
C 0.2415 -3.2124 1.6628 -0.064
O 0.4347 -1.9704 2.3391 -0.726
H 1.1898 -4.4306 3.1681 0.212
H 1.0512 -5.2090 1.5812 0.210
H 2.2639 -3.9546 1.8450 0.198
H -0.7740 -3.5210 1.9044 0.186
H 0.2787 -3.0702 0.5786 0.160
H 1.3234 -1.6547 2.1444 0.460
C -1.2636 -6.8598 -0.8310 -0.635
C -2.2185 -5.9737 -0.0556 -0.061
O -2.0061 -4.5901 -0.3104 -0.724
H -0.2295 -6.6030 -0.5992 0.210
H -1.4255 -7.9102 -0.5843 0.215
H -1.4118 -6.7435 -1.9072 0.200
H -2.0647 -6.0935 1.0176 0.175
H -3.2567 -6.2494 -0.2689 0.157
H -2.1470 -4.4264 -1.2484 0.463

***

48
Properties=species:S:1:pos:R:3:nbo_charge:R:1 method="wB97M-V/def2-TZVPD" de_lowest_ev=0.000 orbital_gap_ev=6.3371 lumo_ev=2.64 multiplicity=1 total_charge=-1 fmax_ev_per_a=1.64 homo_ev=-3.695
C 2.1624 -1.3523 1.1702 -0.595
C 1.3670 -1.0650 -0.1072 -0.411
C 1.1110 0.4340 -0.2314 -0.397
C -0.2275 0.8059 -0.8896 -0.754
P -1.6670 0.6660 0.3989 0.774
C -1.1495 2.2949 1.3265 -0.547
N -0.3825 1.9964 2.5662 -0.636
C 0.6626 2.9653 2.8483 -0.402
P -2.3564 -1.3501 -0.3754 1.133
O -2.3605 -1.6620 -1.8512 -1.159
C -2.9690 1.6608 -0.6714 -0.584
I -2.6965 1.8243 -2.8057 0.027
C -4.4422 1.2657 -0.4625 -0.459
C -4.9760 1.5871 0.9352 -0.608
H 2.5860 -2.3538 1.1855 0.186
H 2.9553 -0.6175 1.2706 0.187
H 1.5199 -1.2261 2.0384 0.206
H 0.4558 -1.6504 -0.0770 0.199
H 1.9930 -1.4105 -0.9159 0.208
H 1.2421 0.9390 0.7232 0.196
H 1.8820 0.8287 -0.8970 0.184
H -0.1136 1.8327 -1.2184 0.201
H -0.3439 0.1383 -1.7405 0.229
H -2.6956 0.4676 1.4508 -0.178
H -0.7579 -0.0759 1.2703 -0.150
H -0.5654 2.9795 0.7138 0.180
H -2.0368 2.8541 1.6373 0.162
H -1.0498 1.9839 3.3246 0.345
H 0.2775 3.9504 3.1433 0.147
H 1.3111 2.5851 3.6355 0.182
H 1.2713 3.0937 1.9602 0.189
H -3.6714 -1.5567 0.1545 -0.136
H -1.6387 -2.3637 0.3307 -0.120
H -2.9127 2.6856 -0.3286 0.192
H -4.6244 0.2365 -0.7525 0.211
H -5.0095 1.8714 -1.1640 0.195
H -4.4262 2.4059 1.3835 0.199
H -4.8784 0.7218 1.5776 0.214
H -6.0258 1.8670 0.8969 0.190
C 5.4617 -3.9931 -2.3350 -0.633
C 4.1330 -3.2768 -2.5035 -0.061
O 4.1312 -2.0045 -1.8692 -0.710
H 5.6933 -4.1158 -1.2766 0.211
H 5.4405 -4.9775 -2.8062 0.207
H 6.2725 -3.4144 -2.7852 0.192
H 3.3305 -3.8476 -2.0398 0.184
H 3.8946 -3.1595 -3.5663 0.154
H 4.8232 -1.4682 -2.2716 0.458

***

11
Properties=species:S:1:pos:R:3:nbo_charge:R:1 method="wB97M-V/def2-TZVPD" de_lowest_ev=0.445 orbital_gap_ev=10.9972 lumo_ev=0.64 smiles=C[Si](C)(F)Cl multiplicity=1 fmax_ev_per_a=3.65 homo_ev=-10.360
C -0.1054 -1.4436 0.5691 -1.104
Si -1.1479 0.2174 0.3068 1.782
C 0.0908 1.5764 -0.2756 -1.136
F -1.5526 0.5435 1.8727 -0.656
Cl -2.8962 -0.3174 -0.5427 -0.369
H -0.5772 -2.0395 1.3759 0.254
H 0.1613 -1.8741 -0.3807 0.234
H 0.8965 -0.9756 0.7937 0.227
H -0.3373 2.2114 -1.1113 0.254
H 0.4900 2.0994 0.6356 0.267
H 0.9381 1.0893 -0.7853 0.247

***

53
Properties=species:S:1:pos:R:3:nbo_charge:R:1 method="wB97M-V/def2-TZVPD" orbital_gap_ev="8.7814 / 5.2302" s2=6.0227 lumo_ev="-5.61 / -9.20" multiplicity=5 total_charge=+2 fmax_ev_per_a=0.52 homo_ev="-14.387 / -14.430"
Pd 1.4100 -1.3566 -0.0066 1.229
C 6.0636 -2.0619 0.0877 -0.742
C 4.6514 -1.7371 0.0248 0.506
N 3.5356 -1.4926 -0.0320 -0.515
H 6.5904 -1.3013 0.6615 0.284
H 6.4695 -2.1071 -0.9219 0.288
H 6.1852 -3.0302 0.5719 0.289
O 1.5006 0.6504 0.9641 -0.641
C 1.3708 1.1725 -0.1720 0.739
O 1.2826 0.4875 -1.2192 -0.615
C 1.3340 2.6725 -0.2783 -0.032
C 2.4458 3.4057 0.2523 -0.074
C 2.5198 4.7741 0.2061 -0.252
C 1.4263 5.4033 -0.3785 0.346
O 1.2169 6.6902 -0.5540 -0.346
C -0.0525 6.8495 -1.1985 0.207
O -0.5625 5.5229 -1.3931 -0.366
C 0.3162 4.6746 -0.9012 0.419
C 0.2525 3.2868 -0.8631 -0.263
H 3.2498 2.8400 0.7042 0.256
H 3.3582 5.3351 0.5924 0.278
H 0.0896 7.3279 -2.1658 0.234
H -0.7235 7.4014 -0.5425 0.232
H -0.5766 2.7393 -1.2881 0.273
F 0.5225 -4.1619 -1.3160 -0.288
C 1.0792 -4.2292 -0.1194 0.602
F 0.2212 -4.5842 0.8040 -0.272
C 2.4084 -4.9732 -0.0802 0.881
F 2.2387 -6.2806 -0.2252 -0.278
F 3.0029 -4.7379 1.0916 -0.301
F 3.1883 -4.5210 -1.0655 -0.304
C -4.5605 0.2296 1.0076 -0.619
C -4.0087 -1.1225 1.4383 -0.212
N -2.9096 -1.6054 0.5867 -0.378
C -3.2752 -2.4084 -0.5874 -0.227
C -3.3887 -1.6084 -1.8799 -0.625
C -1.6393 -1.2677 0.8165 0.542
C -1.3015 -0.5359 2.0806 -0.684
N -0.6651 -1.5931 -0.0041 -0.886
H -5.2584 0.5997 1.7579 0.240
H -5.0938 0.1638 0.0606 0.219
H -3.7613 0.9650 0.8986 0.197
H -4.7906 -1.8791 1.3988 0.223
H -3.6734 -1.0883 2.4715 0.214
H -4.2243 -2.8874 -0.3559 0.230
H -2.5537 -3.2233 -0.6896 0.202
H -4.1676 -0.8518 -1.8043 0.221
H -3.6481 -2.2732 -2.7031 0.241
H -2.4541 -1.1064 -2.1347 0.204
H -1.6635 -1.0893 2.9460 0.253
H -1.7667 0.4498 2.1017 0.243
H -0.2280 -0.4135 2.1668 0.246
H -0.9830 -2.1130 -0.8122 0.382